The following is a DFT calculation (ωB97M-V/def2-TZVPD) of C10H28InN3O6PS2 as an isolated structure at a distorted geometry.

```
! RIJCOSX wB97M-V def2-TZVPD def2/J DEFGRID3
* xyz -1 1
N 0.8563 4.1029 0.6927
C 0.2141 3.8575 -0.5968
N -1.0182 4.6544 -0.6315
N 1.1340 4.2762 -1.6766
C -0.0238 2.3415 -0.7534
In -2.1636 1.6320 -0.7814
P -3.7762 3.0488 0.5844
O -2.9431 3.5938 1.9492
O -4.1648 4.4121 -0.3393
H 0.9078 5.1071 0.8468
H 1.8089 3.7655 0.6299
H -1.1629 5.2038 0.2032
H -1.0649 5.2315 -1.4560
H 1.2918 5.2793 -1.6080
H 0.6995 4.1149 -2.5795
H 0.5662 1.7982 -0.0217
H 0.4055 2.0716 -1.7174
H -2.1951 0.0113 -0.0508
H -2.7951 1.5269 -2.4461
H -1.9867 3.6272 1.8014
H -3.5284 4.4766 -1.0661
C -0.6271 -3.7841 -0.3288
C -1.4164 -5.0937 -0.4799
C -2.8193 -4.7151 -0.9855
S -2.6157 -3.1894 -1.9204
O -3.2664 -2.1167 -1.2279
O -2.8409 -3.4484 -3.3241
C -0.8700 -3.0067 -1.6148
H 0.4356 -3.9576 -0.1793
H -0.9999 -3.2188 0.5229
H -0.9213 -5.7443 -1.2049
H -1.4743 -5.6383 0.4618
H -3.2524 -5.4689 -1.6380
H -3.4984 -4.5026 -0.1626
H -0.6454 -1.9447 -1.5327
H -0.3328 -3.4442 -2.4573
C 2.9115 0.2239 1.2053
C 3.8151 -0.2857 2.3388
C 3.1690 -1.5586 2.9033
S 2.2368 -2.2827 1.5482
O 0.8409 -2.2293 1.8868
O 2.8635 -3.5163 1.1331
C 2.5838 -0.9981 0.3542
H 3.3970 0.9986 0.6148
H 1.9927 0.6444 1.6183
H 4.8047 -0.5200 1.9403
H 3.9452 0.4637 3.1180
H 3.9011 -2.2831 3.2502
H 2.4625 -1.3341 3.6994
H 1.7163 -0.8625 -0.2888
H 3.4435 -1.3198 -0.2333
*
```

HOMO   -0.11303 Ha
Gap between HOMO and LUMO   0.192 Ha
Energy above the lowest of the compared OMol25 structures with the same formula, charge and spin   39.8 kJ/mol
Strongest force on any atom   0.0273 hartree/bohr
Lowest unoccupied orbital energy   2.1433 eV

Mulliken population analysis, charges in e, atoms 1 to 4: N -0.76; C 1.06; N -0.36; N -0.83